## A
Formula: C5H6O
Source: OMol25
Level of theory: ωB97M-V/def2-TZVPD

Properties
E_HOMO	-8.6	eV
Kohn-Sham gap	7.9	eV

Structure (ORCA input):
```
! RIJCOSX wB97M-V def2-TZVPD def2/J DEFGRID3
* xyz 0 1
C -1.047 0.240 0.170
C -0.656 -1.187 -0.059
C 0.681 -1.325 -0.243
O 0.719 1.762 -0.685
C 0.333 0.895 0.378
C 1.407 -0.154 0.173
H -1.737 0.374 1.011
H -1.554 0.618 -0.727
H -1.374 -2.007 -0.075
H 1.167 -2.235 -0.584
H 0.374 1.410 1.349
H 1.687 1.608 -0.707
*
```

Here are the Löwdin charges for atoms 1 to 2, given in e: atom 1 (C): -0.12, atom 2 (C): -0.02

---

## B
Formula: C5H6O
Source: OMol25
Level of theory: ωB97M-V/def2-TZVPD

Properties
E_HOMO	-9.5	eV
Kohn-Sham gap	10.5	eV
SMILES string	C#CC1(O)CC1

Structure (ORCA input):
```
! RIJCOSX wB97M-V def2-TZVPD def2/J DEFGRID3
* xyz 0 1
C -0.360 -2.534 0.063
C -0.194 -1.342 -0.009
C 0.282 0.030 -0.005
O 1.665 0.099 0.215
C -0.226 1.082 -0.939
C -0.532 1.182 0.530
H -0.464 -3.595 0.113
H 1.836 -0.402 1.024
H 0.544 1.729 -1.348
H -1.038 0.834 -1.615
H 0.040 1.898 1.113
H -1.554 1.019 0.857
*
```

Here are the Löwdin charges for atoms 1 to 2, given in e: atom 1 (C): 0.13, atom 2 (C): -0.05

---

Of them, A has the lowest stability.

---

## A
Formula: C5H6O
Source: OMol25
Level of theory: ωB97M-V/def2-TZVPD

Properties
E_HOMO	-8.8	eV
Kohn-Sham gap	9.7	eV

Structure (ORCA input):
```
! RIJCOSX wB97M-V def2-TZVPD def2/J DEFGRID3
* xyz 0 1
C -1.848 -0.064 0.013
C -0.369 0.063 -0.056
C 0.485 1.110 0.041
C 1.862 0.659 -0.152
C 1.640 -0.730 -0.238
O 0.310 -1.104 -0.218
H -2.297 0.924 0.130
H -2.142 -0.695 0.857
H -2.235 -0.525 -0.901
H 0.181 2.138 0.203
H 2.101 -0.237 0.824
H 2.312 -1.538 -0.503
*
```

Here are the Löwdin charges for atoms 1 to 2, given in e: atom 1 (C): -0.01, atom 2 (C): -0.34

---

## B
Formula: C5H6O
Source: OMol25
Level of theory: ωB97M-V/def2-TZVPD

Properties
E_HOMO	-10.0	eV
Kohn-Sham gap	10.7	eV
SMILES string	CC#CC(C)=O

Structure (ORCA input):
```
! RIJCOSX wB97M-V def2-TZVPD def2/J DEFGRID3
* xyz 0 1
C 0.759 -1.492 2.080
C 0.439 -0.513 1.043
C 0.184 0.311 0.198
C -0.125 1.343 -0.791
C -1.014 0.931 -1.940
O 0.327 2.464 -0.688
H 0.081 -2.350 2.041
H 1.784 -1.857 1.956
H 0.683 -1.036 3.072
H -0.433 0.323 -2.644
H -1.854 0.324 -1.594
H -1.375 1.827 -2.449
*
```

Here are the Löwdin charges for atoms 1 to 2, given in e: atom 1 (C): -0.10, atom 2 (C): -0.05

---

Of them, A has the lowest stability.

---

## A
Formula: C5H6O
Source: OMol25
Level of theory: ωB97M-V/def2-TZVPD

Properties
E_HOMO	-9.4	eV
Kohn-Sham gap	10.4	eV
SMILES string	O=CCC1C=C1

Structure (ORCA input):
```
! RIJCOSX wB97M-V def2-TZVPD def2/J DEFGRID3
* xyz 0 1
O -1.060 2.386 -0.807
C -0.624 1.445 -0.194
C -1.049 -0.002 -0.352
C -0.004 -0.958 0.222
C 1.398 -0.836 -0.297
C 1.222 -0.436 0.918
H 0.148 1.566 0.587
H -2.022 -0.151 0.137
H -1.229 -0.189 -1.416
H -0.387 -1.931 0.556
H 2.033 -0.956 -1.164
H 1.573 0.062 1.811
*
```

Here are the Löwdin charges for atoms 1 to 2, given in e: atom 1 (O): 0.05, atom 2 (C): -0.26

---

## B
Formula: C5H6O
Source: OMol25
Level of theory: ωB97M-V/def2-TZVPD

Properties
E_HOMO	-10.2	eV
Kohn-Sham gap	11.1	eV

Structure (ORCA input):
```
! RIJCOSX wB97M-V def2-TZVPD def2/J DEFGRID3
* xyz 0 1
C -1.172 1.967 -0.041
C -1.682 0.817 -0.042
C -0.072 0.584 -0.559
C 0.525 -0.353 0.462
C 0.358 -1.793 0.328
O 1.590 -1.159 -0.010
H -0.831 2.986 -0.014
H 0.657 1.389 -0.746
H -0.217 0.094 -1.524
H 0.674 0.076 1.454
H -0.214 -2.176 -0.517
H 0.384 -2.432 1.210
*
```

Here are the Löwdin charges for atoms 1 to 2, given in e: atom 1 (C): 0.01, atom 2 (C): -0.02

---

Of them, B has the lowest stability.

---

## A
Formula: C5H6O
Source: OMol25
Level of theory: ωB97M-V/def2-TZVPD

Properties
E_HOMO	-8.6	eV
Kohn-Sham gap	8.6	eV

Structure (ORCA input):
```
! RIJCOSX wB97M-V def2-TZVPD def2/J DEFGRID3
* xyz 0 1
C 1.730 -0.162 -0.148
C 0.712 0.268 -1.194
O -0.546 -0.285 -0.744
C -1.360 0.641 -0.299
C -2.208 0.100 0.721
C -2.572 0.011 1.876
H 1.273 -0.062 0.843
H 2.624 0.466 -0.177
H 2.022 -1.208 -0.279
H 0.933 -0.114 -2.193
H 0.577 1.353 -1.223
H -2.868 -0.033 2.901
*
```

Here are the Löwdin charges for atoms 1 to 2, given in e: atom 1 (C): -0.07, atom 2 (C): -0.24

---

## B
Formula: C5H6O
Source: OMol25
Level of theory: ωB97M-V/def2-TZVPD

Properties
E_HOMO	-8.4	eV
Kohn-Sham gap	9.1	eV

Structure (ORCA input):
```
! RIJCOSX wB97M-V def2-TZVPD def2/J DEFGRID3
* xyz 0 1
C 0.942 0.108 1.488
C 0.120 0.293 0.342
C 0.734 -0.460 -0.685
O -0.268 -0.759 -1.647
C -1.345 -0.055 -1.253
C -1.171 0.687 -0.122
H 1.111 0.900 2.222
H 1.572 -0.845 0.377
H 0.886 -0.879 1.939
H 1.595 -0.035 -1.201
H -2.238 -0.214 -1.845
H -1.939 1.257 0.384
*
```

Here are the Löwdin charges for atoms 1 to 2, given in e: atom 1 (C): -0.03, atom 2 (C): -0.32

---

## C
Formula: C5H6O
Source: OMol25
Level of theory: ωB97M-V/def2-TZVPD

Properties
E_HOMO	-8.3	eV
Kohn-Sham gap	8.6	eV
SMILES string	OC=C=C1CC1

Structure (ORCA input):
```
! RIJCOSX wB97M-V def2-TZVPD def2/J DEFGRID3
* xyz 0 1
O 1.530 1.590 1.071
C 2.080 0.642 0.287
C 1.416 -0.508 0.086
C 0.117 -0.639 -0.046
C -1.098 0.207 -0.242
C -1.175 -1.301 0.013
H 0.577 1.377 1.036
H 3.052 0.920 -0.104
H -1.408 0.840 0.595
H -1.357 0.612 -1.214
H -1.457 -1.897 -0.852
H -1.570 -1.659 0.961
*
```

Here are the Löwdin charges for atoms 1 to 2, given in e: atom 1 (O): 0.03, atom 2 (C): -0.20

---

Of them, A has the lowest stability.

---

## A
Formula: C5H7N2
Source: OMol25
Level of theory: ωB97M-V/def2-TZVPD

Properties
E_HOMO	-13.7	eV
Kohn-Sham gap	8.9	eV
SMILES string	C=C=[N+]=C(C)N=C

Structure (ORCA input):
```
! RIJCOSX wB97M-V def2-TZVPD def2/J DEFGRID3
* xyz 1 1
C 2.695 -0.377 -0.270
C 1.627 -0.709 0.350
N 0.440 -0.911 0.592
C -0.737 -0.314 0.231
C -1.769 -1.170 -0.194
N -0.570 0.951 0.156
C -0.652 2.184 0.361
H 3.197 0.570 -0.008
H 3.320 -1.009 -0.944
H -2.725 -0.842 -0.670
H -2.155 -2.050 0.354
H -1.375 -1.793 -0.902
H -0.314 2.832 -0.343
H -0.982 2.638 1.288
*
```

Here are the Löwdin charges for atoms 1 to 2, given in e: atom 1 (C): 0.08, atom 2 (C): -0.09

---

## B
Formula: C5H7N2
Source: OMol25
Level of theory: ωB97M-V/def2-TZVPD

Properties
E_HOMO	-14.9	eV
Kohn-Sham gap	8.8	eV
SMILES string	CCN=[N+]=c1cc1

Structure (ORCA input):
```
! RIJCOSX wB97M-V def2-TZVPD def2/J DEFGRID3
* xyz 1 1
C -1.816 -0.777 0.117
C -0.883 0.420 -0.348
N 0.516 0.293 -0.609
N 1.022 -0.729 -0.032
C 2.297 -0.488 0.152
C 3.669 -0.290 0.438
C 2.891 0.706 -0.147
H -1.329 -1.534 0.738
H -2.581 -0.377 0.669
H -2.287 -1.155 -0.739
H -1.441 0.805 -1.267
H -0.696 1.362 0.260
H 4.667 -0.630 0.837
H 2.772 1.643 -0.628
*
```

Here are the Löwdin charges for atoms 1 to 2, given in e: atom 1 (C): -0.03, atom 2 (C): -0.19

---

## C
Formula: C5H7N2
Source: OMol25
Level of theory: ωB97M-V/def2-TZVPD

Properties
E_HOMO (spin up / spin down)	-14.6 / -14.6	eV
Kohn-Sham gap (spin up / spin down)	8.8 / 8.8	eV
SMILES string	C=C=N[N+]#CCC

Structure (ORCA input):
```
! RIJCOSX wB97M-V def2-TZVPD def2/J DEFGRID3
* xyz 1 1
C 4.609 0.417 0.767
C 3.400 -0.207 0.173
N 2.232 -0.925 -0.689
N 1.074 -0.867 -0.192
C -0.096 -1.046 -0.279
C -1.505 -1.073 -0.176
C -2.000 0.290 0.276
H 4.703 1.451 0.610
H 5.128 -0.153 1.507
H -2.134 -1.408 -1.156
H -1.921 -1.943 0.488
H -1.492 0.640 1.212
H -3.028 0.458 0.689
H -1.835 0.904 -0.610
*
```

Here are the Löwdin charges for atoms 1 to 2, given in e: atom 1 (C): 0.12, atom 2 (C): 0.23

---

Of them, C has the lowest stability.

---

## A
Formula: C5H7N2
Source: OMol25
Level of theory: ωB97M-V/def2-TZVPD

Properties
E_HOMO	-13.8	eV
Kohn-Sham gap	8.8	eV
SMILES string	C=C(C)N=[N+]1C=C1

Structure (ORCA input):
```
! RIJCOSX wB97M-V def2-TZVPD def2/J DEFGRID3
* xyz 1 1
C -1.904 1.340 -0.056
C -0.948 0.370 0.058
C -1.116 -1.178 0.056
N 0.292 0.945 0.149
N 1.377 0.411 0.075
C 2.197 -0.759 -0.106
C 2.731 0.435 0.032
H -1.789 2.372 -0.078
H -3.040 1.222 -0.276
H -1.101 -1.522 1.129
H -0.310 -1.559 -0.394
H -1.957 -1.514 -0.413
H 2.102 -1.799 -0.018
H 3.466 1.236 -0.159
*
```

Here are the Löwdin charges for atoms 1 to 2, given in e: atom 1 (C): 0.16, atom 2 (C): -0.30

---

## B
Formula: C5H7N2
Source: OMol25
Level of theory: ωB97M-V/def2-TZVPD

Properties
E_HOMO (spin up / spin down)	-14.9 / -14.9	eV
Kohn-Sham gap (spin up / spin down)	8.4 / 8.4	eV
SMILES string	C1=CC2=[NH+]N2CC1

Structure (ORCA input):
```
! RIJCOSX wB97M-V def2-TZVPD def2/J DEFGRID3
* xyz 1 1
C -1.237 0.417 -0.658
C -1.558 -0.312 0.470
C -0.558 -0.635 1.345
N 0.476 -1.347 1.629
N 0.919 0.007 1.165
C 1.241 0.194 -0.336
C 0.126 0.856 -1.080
H -2.048 0.653 -1.346
H -2.459 -0.904 0.324
H 0.760 -1.811 2.559
H 1.728 -0.725 -0.759
H 2.097 0.921 -0.264
H 0.294 0.751 -2.129
H 0.218 1.935 -0.921
*
```

Here are the Löwdin charges for atoms 1 to 2, given in e: atom 1 (C): 0.07, atom 2 (C): -0.01

---

## C
Formula: C5H7N2
Source: OMol25
Level of theory: ωB97M-V/def2-TZVPD

Properties
E_HOMO (spin up / spin down)	-14.8 / -14.8	eV
Kohn-Sham gap (spin up / spin down)	7.4 / 7.4	eV

Structure (ORCA input):
```
! RIJCOSX wB97M-V def2-TZVPD def2/J DEFGRID3
* xyz 1 1
C 0.375 0.383 -2.123
C -1.154 1.824 -1.071
C 0.799 -0.073 -0.924
C 1.284 -0.545 0.171
C 0.653 -1.628 1.158
N -0.680 1.130 -2.105
N -2.075 1.515 -0.284
H 0.944 0.280 -3.017
H -0.871 2.882 -1.398
H 2.243 -0.018 0.351
H -0.360 -1.879 0.779
H 0.702 -1.088 2.147
H 1.485 -2.430 0.972
H -2.258 2.210 0.374
*
```

Here are the Löwdin charges for atoms 1 to 2, given in e: atom 1 (C): -0.07, atom 2 (C): -0.32

---

## D
Formula: C5H7N2
Source: OMol25
Level of theory: ωB97M-V/def2-TZVPD

Properties
E_HOMO	-13.7	eV
Kohn-Sham gap	8.0	eV
SMILES string	C1=CN=C[NH+]=CC1

Structure (ORCA input):
```
! RIJCOSX wB97M-V def2-TZVPD def2/J DEFGRID3
* xyz 1 1
C 1.442 0.867 -0.086
C 1.894 -0.389 -0.172
N 1.220 -1.521 0.217
C 0.014 -1.823 0.256
N -1.212 -1.209 -0.216
C -1.306 0.031 -0.022
C -0.072 0.955 0.297
H 1.694 1.895 -0.322
H 2.944 -0.693 -0.324
H -0.264 -2.747 0.650
H -2.071 -1.705 -0.247
H -2.147 0.686 -0.207
H 0.016 0.834 1.438
H -0.291 1.992 0.241
*
```

Here are the Löwdin charges for atoms 1 to 2, given in e: atom 1 (C): 0.00, atom 2 (C): -0.13

---

Of them, A has the lowest stability.

---

## A
Formula: C5H7N2
Source: OMol25
Level of theory: ωB97M-V/def2-TZVPD

Properties
E_HOMO (spin up / spin down)	-15.2 / -14.7	eV
Kohn-Sham gap (spin up / spin down)	6.4 / 6.4	eV

Structure (ORCA input):
```
! RIJCOSX wB97M-V def2-TZVPD def2/J DEFGRID3
* xyz 1 1
C -0.471 -0.676 2.824
C -0.215 -0.684 1.653
C -1.081 -1.837 -0.580
C 0.278 -0.048 0.275
C -0.494 1.265 0.146
N -0.088 -1.105 -0.410
N 1.638 0.177 0.398
H -1.139 -2.467 -1.557
H -1.962 -1.847 0.055
H -0.322 1.882 0.954
H -1.459 1.029 -0.018
H -0.017 1.877 -0.605
H 2.330 -0.519 0.662
H 1.816 1.195 0.479
*
```

Here are the Löwdin charges for atoms 1 to 2, given in e: atom 1 (C): 0.23, atom 2 (C): -0.06

---

## B
Formula: C5H7N2
Source: OMol25
Level of theory: ωB97M-V/def2-TZVPD

Properties
E_HOMO	-14.5	eV
Kohn-Sham gap	9.6	eV

Structure (ORCA input):
```
! RIJCOSX wB97M-V def2-TZVPD def2/J DEFGRID3
* xyz 1 1
C -1.898 -0.768 0.286
C -2.444 0.190 -0.279
C 0.836 -0.201 1.167
C 0.946 -1.330 1.716
C 0.783 1.103 -1.945
N 0.957 0.776 0.353
N 1.398 0.526 -1.012
H -1.300 -1.682 0.474
H -2.950 0.976 -0.667
H 1.777 -1.708 2.202
H 0.044 -1.870 1.852
H -0.231 1.469 -1.904
H 1.244 0.818 -2.897
H 0.838 1.702 0.654
*
```

Here are the Löwdin charges for atoms 1 to 2, given in e: atom 1 (C): 0.01, atom 2 (C): 0.05

---

Of them, A has the lowest stability.

---

## A
Formula: C5H11N3
Source: OMol25
Level of theory: ωB97M-V/def2-TZVPD

Properties
E_HOMO (spin up / spin down)	-7.4 / -7.4	eV
Kohn-Sham gap (spin up / spin down)	8.0 / 8.0	eV

Structure (ORCA input):
```
! RIJCOSX wB97M-V def2-TZVPD def2/J DEFGRID3
* xyz 0 1
C 0.538 -0.090 -0.803
C -0.745 0.626 -1.114
C -1.492 0.948 1.227
C 1.911 0.449 -0.884
N -1.364 0.046 0.104
C -0.002 -1.065 0.121
N 0.559 -1.409 1.342
N -0.020 -2.034 -0.859
H 0.283 -2.334 1.644
H 0.855 -0.657 1.946
H -0.769 -1.921 -1.533
H -1.263 0.337 -2.031
H -0.621 1.717 -1.116
H -0.572 1.513 1.469
H -2.289 1.678 1.048
H -1.772 0.369 2.109
H 2.630 -0.278 -0.509
H 1.970 1.349 -0.258
H 2.165 0.754 -1.902
*
```

Here are the Löwdin charges for atoms 1 to 2, given in e: atom 1 (C): -0.17, atom 2 (C): -0.15

---

## B
Formula: C5H11N3
Source: OMol25
Level of theory: ωB97M-V/def2-TZVPD

Properties
E_HOMO	-8.8	eV
Kohn-Sham gap	9.6	eV
SMILES string	CN=C=NC.C=NC

Structure (ORCA input):
```
! RIJCOSX wB97M-V def2-TZVPD def2/J DEFGRID3
* xyz 0 1
C -0.829 2.129 0.686
N -1.340 1.084 -0.163
C -1.452 -0.142 -0.047
N -2.051 -1.203 -0.033
C -1.794 -2.511 -0.577
H 0.032 1.880 1.272
H -1.568 2.598 1.222
H -0.647 2.866 -0.069
H -2.084 -3.095 0.300
H -0.643 -2.576 -0.820
H -2.333 -2.553 -1.548
C 2.716 -0.064 1.384
N 1.868 0.476 0.639
C 2.030 0.598 -0.752
H 2.678 -0.261 2.466
H 3.570 -0.588 0.948
H 2.390 1.587 -1.079
H 1.122 0.291 -1.180
H 2.804 -0.138 -1.012
*
```

Here are the Löwdin charges for atoms 1 to 2, given in e: atom 1 (C): -0.12, atom 2 (N): 0.03

---

## C
Formula: C5H11N3
Source: OMol25
Level of theory: ωB97M-V/def2-TZVPD

Properties
E_HOMO	-8.7	eV
Kohn-Sham gap	9.5	eV
SMILES string	C/N=C\N.C=CN=C

Structure (ORCA input):
```
! RIJCOSX wB97M-V def2-TZVPD def2/J DEFGRID3
* xyz 0 1
C -1.155 0.227 1.256
N -1.270 0.213 -0.175
C -2.372 -0.104 -0.720
N -3.595 -0.415 -0.026
H -0.689 1.180 1.563
H -0.555 -0.648 1.542
H -2.155 0.219 1.703
H -2.504 -0.064 -1.818
H -4.331 0.238 -0.303
H -3.865 -1.348 -0.341
C 2.215 -1.322 0.650
C 2.514 -0.698 -0.520
N 2.833 0.664 -0.591
C 1.891 1.531 -0.235
H 2.289 -0.802 1.614
H 1.950 -2.382 0.618
H 2.520 -1.256 -1.463
H 2.170 2.590 -0.103
H 0.835 1.235 -0.058
*
```

Here are the Löwdin charges for atoms 1 to 2, given in e: atom 1 (C): -0.15, atom 2 (N): -0.03

---

Of them, A has the lowest stability.